Entry 1:
93
Properties=species:S:1:pos:R:3:forces:R:3:mulliken_charge:R:1 method="wB97M-V/def2-TZVPD" total_energy_ev=-89431.830 charge=0 homo_lumo_gap_ev=6.92 lumo_energy_ev=0.11
Cs -0.424 0.671 0.633 -1.0 -1.0 0.9 0.779
C -4.277 0.403 -0.019 0.0 0.0 0.0 -0.302
O -3.762 -0.179 1.161 0.0 0.0 0.0 -0.137
C -4.013 0.626 2.297 0.0 0.0 0.0 -0.027
C -3.438 -0.056 3.520 0.0 0.1 0.0 -0.858
O -2.037 0.096 3.656 0.0 0.0 -0.1 -0.269
C -1.658 1.308 4.282 0.0 0.0 -0.1 -0.172
C -0.164 1.270 4.516 0.1 -0.1 0.0 -0.971
O 0.598 1.557 3.360 0.0 0.0 0.2 0.159
C 0.839 2.934 3.162 0.0 0.0 -0.1 -0.699
H -5.357 0.573 0.063 0.0 0.0 0.0 0.376
H -4.088 -0.291 -0.836 0.0 0.0 0.0 -0.002
H -3.786 1.358 -0.231 0.0 0.0 0.0 0.103
H -5.097 0.753 2.429 0.0 0.0 0.0 0.448
H -3.573 1.622 2.159 0.0 0.0 0.0 0.017
H -3.634 -1.126 3.446 0.0 0.0 0.0 0.336
H -3.939 0.331 4.416 0.0 0.0 0.0 0.362
H -2.181 1.403 5.243 0.0 0.0 0.0 0.528
H -1.913 2.177 3.662 -0.1 0.0 0.0 0.133
H 0.102 0.254 4.814 0.0 0.0 0.1 0.276
H 0.105 1.953 5.331 0.0 0.0 0.0 0.416
H 1.334 3.375 4.035 0.0 0.0 0.0 0.404
H -0.087 3.489 2.965 0.0 0.0 0.0 0.228
H 1.496 3.007 2.296 0.0 0.0 0.0 0.151
O 3.717 0.064 -1.016 0.1 0.0 -0.1 -0.807
S 2.878 0.226 0.149 -0.1 -0.1 -0.1 1.018
O 2.156 1.497 0.229 0.6 0.1 -0.1 -0.630
N 1.817 -0.895 0.378 0.6 -0.5 -0.1 0.929
C 2.107 -2.240 0.451 0.0 0.2 0.0 -0.652
C 3.354 -2.833 0.335 0.0 0.1 -0.1 -0.464
C 3.524 -4.225 0.454 0.0 0.0 0.0 -0.928
C 2.470 -5.059 0.689 0.0 0.0 0.0 -1.067
C 1.173 -4.506 0.810 -0.1 0.1 0.0 0.993
C 0.024 -5.300 1.029 0.2 -0.1 0.0 -0.870
C -1.204 -4.719 1.101 -0.2 -0.1 0.0 -0.932
C -1.297 -3.320 0.957 0.1 0.1 0.0 -0.414
N -0.262 -2.543 0.763 0.2 -0.1 0.1 0.761
C 0.979 -3.109 0.690 -0.2 0.0 0.0 -0.188
C 3.958 0.209 1.555 0.2 0.0 0.1 0.007
C 5.316 0.429 1.371 -0.1 0.0 0.2 -0.539
C 6.160 0.418 2.475 0.0 0.0 0.0 -0.639
C 5.643 0.181 3.741 0.0 0.0 0.0 -0.448
C 4.282 -0.047 3.912 0.0 0.0 0.0 -0.828
C 3.431 -0.035 2.817 0.2 0.0 -0.1 -0.034
H 4.208 -2.204 0.121 0.0 -0.1 0.0 0.457
H 4.521 -4.640 0.358 0.0 0.0 0.0 0.406
H 2.606 -6.130 0.786 0.0 0.0 0.0 0.387
H 0.143 -6.374 1.125 0.0 0.0 0.0 0.411
H -2.098 -5.308 1.261 0.0 0.0 0.0 0.445
H -2.263 -2.824 1.015 0.0 0.0 0.0 0.480
H 5.694 0.593 0.371 0.0 0.0 0.0 0.470
H 7.221 0.585 2.345 0.0 0.0 0.0 0.396
H 6.304 0.163 4.598 0.0 0.0 0.0 0.389
H 3.885 -0.242 4.900 0.0 0.0 0.0 0.417
H 2.370 -0.213 2.927 0.0 0.0 0.0 0.380
O -0.614 0.691 -2.161 -0.1 0.2 -0.5 -0.716
S -1.703 -0.134 -2.763 0.0 -0.1 -0.1 0.407
C -1.589 0.089 -4.535 0.0 0.0 0.0 0.402
C -0.394 0.533 -5.076 0.0 0.0 0.0 -0.306
C -0.302 0.692 -6.450 -0.1 0.0 0.0 -0.750
C -1.396 0.410 -7.261 0.0 0.0 0.0 -0.443
C -2.590 -0.026 -6.702 0.0 0.0 0.0 -0.652
C -2.693 -0.182 -5.326 0.0 0.0 -0.1 -0.262
C -1.132 -1.830 -2.714 0.0 0.0 0.0 1.085
C -2.060 -2.852 -2.845 0.0 0.0 -0.1 -0.451
C -1.621 -4.166 -2.792 0.0 0.0 0.0 -0.795
C -0.271 -4.436 -2.595 0.0 0.0 0.0 -0.657
C 0.642 -3.400 -2.451 0.0 0.0 0.0 -0.559
C 0.212 -2.081 -2.504 0.1 0.0 0.0 -0.328
H 0.442 0.752 -4.423 0.0 0.0 0.0 0.374
H 0.627 1.033 -6.890 0.0 0.0 0.0 0.417
H -1.318 0.535 -8.333 0.0 0.0 0.0 0.384
H -3.442 -0.236 -7.335 0.0 0.0 0.0 0.404
H -3.621 -0.512 -4.874 0.0 0.0 0.0 0.383
H -3.111 -2.623 -2.986 0.0 0.0 0.0 0.349
H -2.332 -4.977 -2.886 0.0 0.0 0.0 0.399
H 0.067 -5.462 -2.526 0.0 0.0 0.0 0.407
H 1.686 -3.615 -2.262 0.0 0.0 0.0 0.477
H 0.904 -1.262 -2.344 0.0 0.0 0.0 0.335
O -1.916 2.904 0.680 -0.4 0.9 -0.1 -0.431
S -1.906 3.777 -0.544 0.0 0.2 0.0 0.290
C -1.656 5.491 0.043 0.1 0.0 0.0 -0.756
C -0.165 5.801 -0.056 -0.1 0.0 -0.1 -0.432
C 0.276 5.160 -1.373 -0.1 0.0 0.2 -0.883
C -0.238 3.728 -1.304 0.0 0.0 -0.1 -0.013
H -2.073 5.516 1.048 0.0 0.0 0.0 0.380
H -2.241 6.141 -0.610 0.0 0.0 0.0 0.396
H 0.370 5.338 0.776 0.0 0.0 0.0 0.094
H 0.028 6.874 -0.028 0.0 0.0 0.0 0.392
H 1.358 5.175 -1.504 0.0 0.0 0.0 0.383
H -0.170 5.692 -2.216 0.0 0.0 0.0 0.366
H 0.402 3.120 -0.663 0.0 0.0 0.1 -0.058
H -0.322 3.230 -2.267 0.0 -0.1 0.0 0.183

---

Entry 2:
92
Properties=species:S:1:pos:R:3:forces:R:3:mulliken_spin:R:1 method="wB97M-V/def2-TZVPD" total_energy_ev=-96218.270 multiplicity=8 charge=+1 homo_lumo_gap_ev="8.21 / 7.76" lumo_energy_ev="-2.81 / -2.99"
Gd -1.057 -0.020 0.123 0.1 0.1 0.2 6.381
O -0.126 1.700 1.473 -0.1 0.3 0.5 0.052
C -0.718 2.518 2.203 0.3 -0.1 -0.2 0.007
C -1.993 3.103 1.964 -0.1 0.0 -0.1 -0.008
C -2.416 4.126 2.833 -0.2 0.0 -0.1 0.000
C -3.565 4.812 2.556 0.2 -0.2 0.1 0.000
C -4.328 4.535 1.412 0.0 -0.1 -0.1 0.000
C -3.944 3.534 0.564 0.0 0.0 0.1 -0.004
C -2.784 2.753 0.820 0.1 0.0 -0.1 0.013
O -2.467 1.778 0.043 -0.1 -0.1 0.1 0.074
N -3.994 5.877 3.460 0.3 0.1 -0.3 0.000
O -4.933 6.556 3.110 -0.3 0.1 0.1 0.000
O -3.351 6.038 4.475 0.0 0.0 0.3 0.000
H -0.194 2.858 3.110 0.0 0.1 -0.1 0.000
H -1.835 4.383 3.709 0.0 0.0 0.0 0.000
H -5.218 5.120 1.226 0.0 0.0 0.0 0.000
H -4.534 3.288 -0.305 0.0 0.0 -0.1 0.000
C 0.570 3.262 -3.084 0.0 0.0 0.1 0.000
C -0.754 3.009 -2.369 0.0 0.0 0.1 -0.006
C -1.724 4.170 -2.567 0.0 0.0 0.0 0.000
C -1.418 1.688 -2.789 -0.2 0.1 0.0 0.005
C -1.637 1.537 -4.292 -0.1 0.1 0.0 0.001
O -0.553 0.685 -4.698 0.1 0.0 0.0 -0.001
C -0.047 0.135 -3.587 -0.1 0.1 0.2 -0.010
N -0.529 0.541 -2.464 -0.2 -0.1 -0.1 0.028
C 1.057 -0.803 -3.857 0.3 -0.3 -0.1 0.008
C 1.574 -0.790 -5.158 0.0 0.0 0.1 0.000
C 2.629 -1.608 -5.525 0.0 0.0 0.0 0.000
C 3.175 -2.477 -4.596 -0.1 0.1 0.1 0.000
C 2.664 -2.510 -3.308 -0.1 0.1 0.1 -0.002
C 1.619 -1.675 -2.907 0.0 0.0 -0.2 -0.009
P 0.875 -1.893 -1.247 -0.1 -0.3 -0.1 0.103
C 2.202 -2.671 -0.286 0.2 -0.1 0.3 -0.002
C 1.962 -3.719 0.613 -0.1 0.4 -0.4 0.001
C 2.969 -4.175 1.441 0.2 0.0 0.1 0.000
C 4.227 -3.588 1.411 -0.1 0.2 -0.2 -0.001
C 4.471 -2.525 0.541 0.1 -0.3 0.3 0.001
C 3.468 -2.068 -0.291 -0.3 -0.1 -0.2 -0.002
C -0.308 -3.223 -1.680 0.1 0.0 0.0 -0.002
C 0.085 -4.543 -1.902 0.0 0.0 0.0 0.001
C -0.837 -5.486 -2.321 0.0 0.0 0.0 0.000
C -2.158 -5.122 -2.543 0.0 0.0 0.0 0.000
C -2.555 -3.809 -2.350 0.0 0.0 0.0 0.003
C -1.632 -2.867 -1.922 -0.1 0.2 0.1 0.011
H 1.026 4.177 -2.711 0.0 0.0 0.0 0.000
H 0.428 3.390 -4.157 0.0 0.0 -0.1 0.000
H 1.282 2.449 -2.930 0.0 0.0 0.0 0.000
H -0.556 2.923 -1.290 0.0 0.0 -0.1 0.001
H -1.903 4.370 -3.623 0.0 0.0 -0.1 0.000
H -1.321 5.083 -2.132 0.0 0.0 0.0 0.000
H -2.683 3.972 -2.091 -0.1 0.0 0.0 0.000
H -2.358 1.593 -2.239 0.1 0.0 -0.1 -0.011
H -1.554 2.465 -4.853 0.0 0.0 0.0 0.000
H -2.573 1.034 -4.550 0.1 0.0 0.0 0.000
H 1.142 -0.121 -5.886 0.0 0.0 0.0 0.000
H 3.011 -1.570 -6.534 0.0 0.0 0.0 0.000
H 3.987 -3.136 -4.868 0.0 0.0 0.0 0.000
H 3.083 -3.212 -2.602 0.0 0.0 0.0 0.000
H 0.980 -4.166 0.671 0.0 0.0 0.0 0.000
H 2.771 -4.988 2.123 0.0 -0.1 0.1 0.000
H 5.013 -3.950 2.058 0.0 0.0 0.0 0.000
H 5.449 -2.065 0.510 0.0 0.0 0.0 0.000
H 3.671 -1.249 -0.973 0.0 0.0 0.0 0.000
H 1.115 -4.836 -1.747 0.0 0.0 0.0 0.000
H -0.523 -6.507 -2.482 0.0 -0.1 0.0 0.000
H -2.874 -5.860 -2.872 0.0 0.0 0.0 0.000
H -3.580 -3.518 -2.528 -0.1 0.0 0.0 0.000
H -1.970 -1.835 -1.800 0.1 -0.2 0.0 0.011
C 1.933 2.524 5.236 0.0 0.0 0.0 0.000
C 2.240 1.044 5.087 0.2 -0.1 0.1 0.000
N 1.320 0.360 4.183 -0.2 0.1 -0.1 0.000
C 1.518 -0.200 2.988 0.0 -0.1 0.0 -0.002
S 0.327 -1.305 2.430 -0.3 0.0 -0.1 0.002
N 2.590 0.033 2.235 0.0 -0.2 -0.1 -0.002
C 3.576 1.104 2.297 0.0 0.1 0.1 0.000
C 4.110 1.373 0.901 0.0 0.0 0.1 -0.001
H 2.573 2.965 5.996 0.1 0.0 0.1 0.000
H 0.899 2.675 5.546 -0.1 0.0 0.0 0.000
H 2.092 3.066 4.305 0.0 0.0 -0.1 0.000
H 2.150 0.547 6.057 0.0 0.0 -0.1 0.000
H 3.261 0.875 4.752 -0.1 0.0 0.0 0.000
H 0.426 0.101 4.577 0.1 0.0 0.0 0.000
H 2.659 -0.589 1.437 0.0 0.1 0.1 0.001
H 4.398 0.839 2.968 0.0 0.0 -0.1 0.000
H 3.091 2.002 2.686 0.0 -0.1 0.0 0.000
H 4.601 0.489 0.498 0.0 0.0 0.0 0.000
H 4.842 2.177 0.928 0.0 0.0 0.0 0.000
H 3.303 1.663 0.228 0.0 0.0 0.0 0.000
C -2.766 -1.504 1.018 0.0 0.1 -0.1 0.361
H -2.874 -1.218 2.068 0.0 0.0 -0.1 -0.001
H -2.403 -2.533 0.945 0.0 0.1 0.0 -0.001
H -3.722 -1.402 0.498 0.1 0.0 0.0 0.000

---

Results for relative energy (zero: lowest compared OMol25 entry of this formula, charge and spin): 0.0, 10.4 (in kJ/mol, following the order of the records).
Results for largest force on an atom: 1.67, 0.57 (in eV Å⁻¹, following the order of the records).